The following is a DFT calculation (ωB97M-V with the def2-TZVPD basis set) of 2 unconnected molecules or ions with the total composition C10H12ClN4 in a non-equilibrium geometry.

Each line ends with the Mulliken charge.
Atoms and positions in Å:
C: 0.6163 0.8240 -0.5781  0.63
C: -1.9763 -0.7377 -1.1325  -0.24
C: -3.0916 -0.1104 -1.5836  -0.50
C: -2.3814 0.0397 0.9947  -0.28
C: -1.4481 -0.6301 0.2021  0.63
C: -3.8422 0.6535 -0.6150  0.40
C: 2.5849 -0.3133 0.0306  1.08
C: 2.7216 -0.5995 -1.3759  -1.32
C: 1.4421 1.1002 1.7454  -1.42
C: -0.3663 -1.2892 0.6117  -0.96
N: -0.1047 1.1236 -1.4017  -0.53
N: -3.3988 0.7307 0.6477  -0.48
N: 3.4939 -0.5777 0.9042  -0.73
N: 1.4259 0.5182 0.3804  -0.03
Cl: -5.2409 1.5387 -0.9235  -0.05
H: -1.4609 -1.2522 -1.8914  0.40
H: -3.3828 -0.0846 -2.5938  0.45
H: -2.0295 0.2864 1.9704  0.47
H: 3.6691 -0.9808 -1.4987  0.43
H: 1.9782 -1.2461 -1.9511  0.27
H: 2.7042 0.2683 -2.0081  0.36
H: 0.9636 2.1351 1.8080  0.28
H: 1.1253 0.3916 2.5053  0.47
H: 2.4142 1.3513 2.1318  0.56
H: 0.0132 -1.0601 1.7241  0.31
H: 0.2220 -1.8324 0.0009  0.59
H: 3.3491 -0.2471 1.8961  0.21

Cartesian forces, eV/Å:
0.692 1.434 0.572
0.224 0.254 -0.909
-1.195 1.207 2.070
1.990 1.992 2.174
-3.034 -1.597 -2.443
1.200 -0.697 -0.545
0.815 1.009 3.244
-1.818 -0.747 -2.369
-0.877 1.919 0.055
0.080 2.525 5.593
-1.507 0.719 -2.010
-1.707 0.106 -0.153
-1.366 0.111 -0.456
2.282 -1.189 2.233
0.329 -0.314 -0.365
0.925 -0.797 -0.601
-0.287 -0.286 -1.048
-0.092 -0.337 1.221
2.041 -1.274 -0.356
0.678 0.393 1.408
-0.064 0.982 0.079
-0.116 -1.783 -0.312
-0.783 0.037 -0.098
0.900 0.015 -0.778
-1.106 -1.222 -2.594
1.808 -1.988 -1.922
-0.013 -0.470 -1.690

## Properties
HOMO energy = -13.5 eV
ΔE to the lowest compared entry with this formula, charge and spin = 328.3 kJ/mol
energy = -29036.19044 eV
LUMO = -6.5 eV
gap between HOMO and LUMO = 6.96 eV
charge = +1



The following is a DFT calculation (ωB97M-V with the def2-TZVPD basis set) of a molecular structure, C10H12ClNPPt in a non-equilibrium geometry.

Each line ends with the Mulliken charge.
Atoms and positions in Å:
C: 0.1418 0.1282 -2.9446  -0.30
C: -0.5544 -0.9453 -3.5844  -0.44
C: -0.0945 -2.2011 -3.0531  -0.42
C: 0.8262 -1.8718 -2.0153  -0.34
C: 0.9249 -0.4187 -1.8725  -0.46
Pt: 0.5977 1.5745 -0.1039  0.40
P: 0.0371 3.5930 -0.3721  -0.06
H: -0.0163 1.2059 -3.0004  0.35
H: -1.2949 -0.8455 -4.3699  0.44
H: -0.3020 -3.2012 -3.4689  0.42
H: 1.8282 0.0436 -1.3688  0.72
H: 1.4202 -2.5480 -1.4105  0.50
H: -1.1111 3.9911 0.3482  0.16
H: -0.3896 4.0685 -1.6410  0.14
H: 1.0677 4.4456 -0.0020  0.14
Cl: -0.6700 0.7960 5.1281  -0.19
C: -0.3978 0.0044 3.6405  0.44
C: -0.5776 -1.3823 3.5389  -0.58
C: -0.4086 -1.9015 2.2606  -0.48
C: -0.0800 -1.0624 1.1662  0.13
N: 0.1473 0.2574 1.3252  -0.32
C: 0.0014 0.7946 2.5600  -0.52
H: -0.8095 -1.9796 4.4252  0.43
H: -0.4966 -2.9674 2.0620  0.37
H: -0.0017 -1.4275 0.1394  0.12
H: 0.2122 1.8494 2.6128  0.37

Cartesian forces, eV/Å:
0.264 0.170 2.263
0.321 -1.809 0.192
0.198 1.733 -0.360
-0.455 0.303 -0.028
0.959 0.278 -1.164
1.439 -3.013 0.297
-1.945 1.950 -1.059
0.057 -0.410 -0.700
0.173 0.063 0.092
-0.003 0.763 0.494
-1.017 -0.490 -0.806
-0.179 -0.090 -0.181
0.365 0.091 0.173
0.397 -0.014 0.245
0.038 0.424 0.112
-0.012 0.179 0.492
0.685 1.458 -1.199
-0.058 -0.175 0.351
0.741 0.657 -1.975
-0.846 -3.002 0.713
-0.075 1.057 -1.017
-0.581 -0.645 2.307
0.043 0.236 -0.513
-0.105 0.232 0.035
-0.232 -0.100 0.711
-0.173 0.153 0.526

## Properties
expectation value of S² = 6.045
HOMO energy (spin up / spin down) = -8.0 / -11.7 eV
ΔE to the lowest compared entry with this formula, charge and spin = 0.0 kJ/mol
spin multiplicity = 5
energy = -37098.19526 eV
LUMO (spin up / spin down) = -3.3 / -7.2 eV
gap between HOMO and LUMO (spin up / spin down) = 4.66 / 4.44 eV
charge = +1



- Which value of energy does entry 2 give?
  -37098.19526 eV



- Which of these has the lowest ΔE to the lowest compared entry with this formula, charge and spin?
  C10H12ClNPPt



- What is the formula in the first record?
  C10H12ClN4



- The highest ΔE to the lowest compared entry with this formula, charge and spin belongs to which entry?
  C10H12ClN4